## a
Density functional theory data (ωB97M-V/def2-TZVPD) for a molecular structure, C40H35MnN5OS2Si.

Last column: Mulliken spin population.
CARTESIAN COORDINATES (ANGSTROEM)
Mn -0.17320 0.61678 0.56524  3.675
C 0.89843 -3.48706 1.50172  -0.002
C 0.14728 -2.26260 1.06421  0.025
N 0.74297 -1.11318 0.98781  -0.172
N 2.10920 -1.11867 1.28640  0.011
C 2.69820 -0.02273 0.98323  0.010
S 1.95426 1.41836 0.39354  -0.085
S 4.45027 0.05937 1.11712  -0.003
C 4.90643 -1.64000 0.64018  -0.002
C 4.27281 -2.08954 -0.65094  -0.001
C 4.32286 -1.30500 -1.80020  0.001
C 3.71363 -1.73159 -2.96877  0.000
C 3.04792 -2.95105 -3.00765  0.000
C 3.00129 -3.74181 -1.87054  0.000
C 3.61079 -3.30819 -0.69988  0.000
C -1.26486 -2.42841 0.73170  0.051
C -1.73145 -3.71341 0.40100  0.006
C -3.04702 -3.94910 0.08470  -0.003
C -3.95340 -2.88793 0.13051  0.007
C -3.53189 -1.62419 0.46153  -0.007
C -2.18006 -1.35738 0.74551  -0.001
O -1.83950 -0.12417 1.05191  0.016
H 1.79858 -3.21067 2.03861  0.000
H 1.19019 -4.07214 0.62750  0.003
H 0.25661 -4.10880 2.12205  0.000
H 4.65361 -2.32193 1.44877  0.000
H 5.99352 -1.59061 0.55502  0.000
H 4.81698 -0.34234 -1.76689  0.000
H 3.75231 -1.10763 -3.85211  0.000
H 2.57073 -3.28114 -3.92123  0.000
H 2.48785 -4.69529 -1.89097  0.000
H 3.57200 -3.92218 0.19144  0.000
H -1.03059 -4.53685 0.37742  0.000
H -3.37435 -4.94237 -0.18650  0.000
H -4.99764 -3.06319 -0.09597  0.001
H -4.22047 -0.79126 0.52288  0.001
N -8.02008 3.01546 -5.43115  0.000
C -7.07697 2.76961 -4.82349  0.000
C -5.89398 2.46626 -4.05885  0.000
C -4.71019 3.15332 -4.31310  0.000
C -3.57774 2.86599 -3.57257  -0.002
C -3.61595 1.89322 -2.57782  -0.005
C -4.79914 1.20208 -2.33799  0.000
C -5.93741 1.48724 -3.07149  0.000
C -2.40052 1.56600 -1.77974  0.005
C -1.73775 0.39893 -2.10469  0.016
C -2.03707 -0.50276 -3.17737  0.011
C -1.03242 -1.43068 -3.20070  0.000
C -0.14934 -1.07972 -2.13821  0.000
N -0.55954 -0.01271 -1.49015  0.017
C -1.99754 2.51995 -0.81842  0.004
C -2.48666 3.83306 -0.68777  0.017
C -1.67057 4.49096 0.22154  -0.004
C -0.72657 3.55191 0.64400  -0.016
N -0.91944 2.37149 0.04257  -0.076
H -4.68344 3.90466 -5.09027  0.000
H -2.65151 3.39004 -3.76832  0.000
H -4.81902 0.43248 -1.57847  0.000
H -6.85915 0.95326 -2.88631  0.000
H -2.88188 -0.42721 -3.84159  0.000
H -0.90997 -2.25555 -3.88270  0.000
H 0.76255 -1.58964 -1.85182  0.008
H -3.31749 4.24879 -1.23300  0.001
H -1.73713 5.51779 0.53846  0.000
H 0.07221 3.67999 1.36030  0.011
C -0.26034 -0.53983 3.90638  -0.035
Si -0.37662 1.11842 3.05185  -0.378
C -2.07342 1.85271 3.31904  -0.043
C 0.93107 2.27447 3.71631  -0.015
C 0.65413 3.62511 3.94326  -0.032
C 1.63629 4.48977 4.40725  0.010
C 2.91545 4.01667 4.65700  -0.019
C 3.20784 2.67586 4.45140  0.014
C 2.22481 1.81683 3.98663  -0.022
H -0.47778 -0.41764 4.96939  -0.007
H 0.73447 -0.97707 3.80798  0.003
H -0.98912 -1.22935 3.48065  0.006
H -2.22368 2.02252 4.38825  -0.009
H -2.83091 1.15838 2.95906  0.001
H -2.20789 2.79720 2.79295  0.011
H -0.34179 4.01020 3.75993  -0.003
H 1.40137 5.53332 4.57362  0.000
H 3.68279 4.69095 5.01464  -0.001
H 4.20383 2.29998 4.64747  0.000
H 2.47417 0.77342 3.82888  -0.004

Summary:
spin multiplicity: 4
gap between HOMO and LUMO (spin up / spin down): 6.9458 / 6.6410 eV
total charge: 0

## b
Density functional theory data (ωB97M-V/def2-TZVPD) for a molecular structure, C40H35MnN5OS2Si.

Last column: Mulliken spin population.
CARTESIAN COORDINATES (ANGSTROEM)
Mn 0.39129 0.36705 0.24572  3.600
C -2.38014 -1.64830 2.97567  -0.001
C -1.82971 -0.77558 1.87880  0.021
N -0.54955 -0.74593 1.63507  -0.208
N 0.22465 -1.62838 2.40845  0.005
C 1.48144 -1.59998 2.15413  0.030
S 2.30843 -0.59297 1.01172  -0.084
S 2.56981 -2.66774 3.02453  0.003
C 1.42789 -3.91419 3.69660  -0.004
C 0.99554 -4.91459 2.66083  0.001
C 1.86131 -5.92226 2.24662  0.000
C 1.47869 -6.82369 1.26717  0.000
C 0.22051 -6.73079 0.68684  0.000
C -0.65209 -5.73557 1.09908  0.000
C -0.26611 -4.83390 2.08155  0.000
C -2.80515 0.02675 1.13201  0.086
C -4.17702 -0.13647 1.41412  0.001
C -5.15300 0.57945 0.76418  -0.001
C -4.77839 1.50923 -0.20995  0.007
C -3.45355 1.70491 -0.50778  0.010
C -2.44447 0.97734 0.15231  -0.012
O -1.20849 1.25244 -0.17412  0.001
H -1.59359 -2.16356 3.50650  -0.001
H -3.07751 -2.37466 2.55776  0.002
H -2.93585 -1.02611 3.67842  0.001
H 0.57846 -3.39203 4.12972  0.001
H 1.98872 -4.38860 4.50192  0.000
H 2.84876 -5.99195 2.68735  0.000
H 2.16395 -7.60041 0.95346  0.000
H -0.07853 -7.43486 -0.07822  0.000
H -1.63703 -5.65954 0.65568  0.000
H -0.94386 -4.05277 2.39966  -0.001
H -4.48652 -0.84541 2.16648  0.001
H -6.19411 0.42575 1.00820  0.000
H -5.53463 2.08241 -0.73123  0.000
H -3.13720 2.42812 -1.24776  0.000
N -1.53861 2.45811 -9.47578  0.000
C -1.24395 2.16099 -8.40632  0.000
C -0.87395 1.78844 -7.06439  0.000
C 0.37454 1.22275 -6.82258  0.000
C 0.72803 0.86907 -5.53224  -0.002
C -0.15950 1.07377 -4.48079  -0.005
C -1.40839 1.63341 -4.73121  -0.001
C -1.76813 1.99437 -6.01783  0.000
C 0.19689 0.68285 -3.08745  0.021
C -0.34522 -0.49363 -2.61507  0.004
C -1.12783 -1.45100 -3.33793  0.009
C -1.30864 -2.51925 -2.50398  0.004
C -0.64171 -2.18525 -1.28872  0.016
N -0.07521 -1.00047 -1.34737  0.002
C 1.10589 1.51801 -2.40297  -0.009
C 1.93673 2.49191 -2.98431  0.019
C 2.85055 2.88780 -2.01850  -0.004
C 2.53121 2.16912 -0.86552  -0.003
N 1.48270 1.36039 -1.07440  -0.066
H 1.05731 1.05806 -7.64458  0.000
H 1.69243 0.41932 -5.33606  0.000
H -2.09859 1.77865 -3.91019  0.000
H -2.73757 2.42888 -6.21731  0.000
H -1.47326 -1.34146 -4.35233  0.000
H -1.83011 -3.43860 -2.71084  0.000
H -0.56753 -2.79053 -0.39371  -0.003
H 1.88713 2.82713 -4.00699  0.001
H 3.65128 3.59993 -2.12164  0.000
H 2.99946 2.22537 0.10591  0.012
C -0.80627 2.19683 3.01858  -0.035
Si 0.51240 2.36661 1.69897  -0.336
C 0.14905 3.87521 0.65910  -0.037
C 2.13583 2.60429 2.61087  -0.008
C 2.94459 3.71996 2.38389  -0.032
C 4.11408 3.92115 3.10674  0.006
C 4.49443 3.00783 4.07698  -0.012
C 3.70027 1.89629 4.32735  0.011
C 2.53751 1.70135 3.60060  -0.011
H -0.71596 3.06668 3.67402  -0.006
H -0.68661 1.30371 3.63270  0.003
H -1.80808 2.19320 2.58882  0.007
H -0.07147 4.71709 1.32112  -0.007
H -0.72037 3.69106 0.03019  0.003
H 0.97916 4.15433 0.01122  0.007
H 2.66422 4.44671 1.63098  -0.003
H 4.72684 4.79176 2.91122  0.000
H 5.40675 3.16051 4.63881  -0.001
H 3.99147 1.17961 5.08417  0.000
H 1.93327 0.82449 3.80730  -0.001

Summary:
spin multiplicity: 4
gap between HOMO and LUMO (spin up / spin down): 6.9743 / 6.6834 eV
total charge: 0

Which of them is the most stable, and which is the least stable? a and b, in that order.

## a
Density functional theory data (ωB97M-V/def2-TZVPD) for a molecular structure, H4NO2P2.

Last column: Löwdin charge in e.
CARTESIAN COORDINATES (ANGSTROEM)
N 0.31322 -0.50915 1.59294  -0.200
O 0.63316 -1.30982 -1.43918  -0.702
O 0.67179 1.60591 0.43889  -0.490
P -1.95855 -0.08601 -0.84984  0.286
P -0.10940 0.39885 0.11584  0.317
H 0.82182 0.21521 2.16470  0.022
H 1.04040 -1.14716 1.25287  -0.006
H 0.93133 -0.46886 -2.30498  0.072
H -2.34377 1.30104 -0.97124  -0.299

Summary:
gap between HOMO and LUMO: 7.2407 eV
total charge: -1

## b
Density functional theory data (ωB97M-V/def2-TZVPD) for a gas-phase ion, H4NO2P2 (charge -1).

Last column: Löwdin charge in e.
CARTESIAN COORDINATES (ANGSTROEM)
N 0.84989 0.45593 1.18705  -0.198
P -0.69851 -0.14898 0.70568  0.128
O -1.63648 0.96853 0.38547  -0.468
O -1.07326 -1.19649 1.81783  -0.535
P 0.35247 -1.04231 -1.27327  0.488
H 1.51543 -0.24378 1.24636  -0.037
H 0.73269 0.99511 2.06900  0.041
H 1.10075 0.12473 -1.10923  -0.226
H -0.46152 -0.39133 -2.30067  -0.193

Summary:
gap between HOMO and LUMO: 8.8313 eV
SMILES: N[P@](=O)([O-])P
total charge: -1

Which of them is the most stable, and which is the least stable? b and a, in that order.

## a
Density functional theory data (ωB97M-V/def2-TZVPD) for 2 unconnected molecules or ions with the total composition C6H15NS.

Last column: Löwdin charge in e.
CARTESIAN COORDINATES (ANGSTROEM)
C 0.01786 1.03194 0.93988  -0.197
C -1.45609 1.21158 0.55817  -0.246
C -2.38626 0.06360 0.93632  -0.131
S -1.51261 -1.51719 3.28486  0.183
C 0.59145 -0.29749 0.45211  -0.245
N 0.83328 -0.30988 -0.98798  -0.267
C 1.14634 -1.62528 -1.53513  -0.110
C 1.88353 0.63495 -1.42704  -0.100
H -0.00222 0.93900 2.04161  0.098
H 0.58102 1.92271 0.67467  0.097
H -1.83092 2.16554 0.92838  0.106
H -1.53052 1.23355 -0.53594  0.113
H -3.42649 0.38458 0.88396  0.091
H -2.22768 -0.29110 1.98515  -0.147
H -2.20198 -0.73579 0.22132  0.083
H -0.08424 -1.11991 0.69122  0.070
H 1.53354 -0.50910 0.99035  0.124
H 0.33519 -2.34481 -1.43956  0.081
H 1.32373 -1.48336 -2.60033  0.078
H 2.05132 -2.05539 -1.08566  0.085
H 1.81542 1.65565 -1.05871  0.071
H 1.61869 0.73367 -2.48580  0.080
H 2.92764 0.31255 -1.43186  0.080

Summary:
gap between HOMO and LUMO: 5.7365 eV
total charge: 0

## b
Density functional theory data (ωB97M-V/def2-TZVPD) for a molecular structure, C6H15NS.

Last column: Löwdin charge in e.
CARTESIAN COORDINATES (ANGSTROEM)
C -1.02975 -1.44627 -1.12318  -0.304
C -1.04759 0.04337 -1.48863  -0.634
S -2.23768 1.04788 -0.45278  0.495
C -0.19837 -1.67530 0.12128  -0.255
N 1.22250 -1.14607 0.12704  0.175
C 2.99213 -0.02253 1.29872  -0.094
C 1.52486 -0.14179 1.14802  -0.518
C 0.89784 1.20670 0.79776  -0.148
H -2.12710 -1.84608 -1.14961  0.135
H -0.61211 -2.02161 -2.00368  0.117
H -1.34799 0.20765 -2.52087  0.046
H 0.00696 0.41296 -1.36485  0.055
H 0.03809 3.08170 -0.42157  0.006
H -0.73319 -1.17762 0.98388  0.097
H -0.39843 -2.79236 0.43759  0.160
H 0.23201 3.79675 -0.76572  0.071
H 3.43312 -0.97679 1.52342  0.064
H 3.50640 0.39063 0.42876  0.088
H 3.20942 0.53692 2.26536  0.108
H 1.01252 -0.37868 2.17618  0.184
H 1.28923 1.38870 -0.21860  0.070
H 1.11122 1.87057 1.56943  0.067
H -0.20945 0.97858 0.89164  0.015

Summary:
gap between HOMO and LUMO: 3.9986 eV
total charge: 0

Which of them is the most stable, and which is the least stable? a and b, in that order.